1.
Formula: C64H144F2NO4P4S2
Source: the Open Molecules 2025 dataset
Level of theory: ωB97M-V with the def2-TZVPD basis set

The value obtained for the orbital gap is 9.949 eV. The energy above the lowest of the compared OMol25 structures with the same formula, charge and spin is 67.63 kcal per mole. The total energy comes out at -5241.34915 a.u. For the LUMO energy, the calculation gives -4.75 eV.

```
! RIJCOSX wB97M-V def2-TZVPD def2/J DEFGRID3
* xyz 3 1
C 21.21 -6.98 -1.57
C 21.67 -6.84 -3.03
C 22.67 -7.95 -3.43
C 22.06 -9.34 -3.36
P 23.16 -10.71 -3.79
C 24.09 -11.16 -2.30
C 25.11 -10.17 -1.72
C 25.73 -10.66 -0.38
C 26.59 -11.92 -0.48
C 24.44 -10.35 -5.04
C 25.31 -11.55 -5.40
C 26.40 -11.18 -6.45
C 27.32 -10.12 -5.89
C 22.05 -12.09 -4.20
C 21.12 -12.46 -3.01
C 19.84 -13.12 -3.54
C 18.88 -12.20 -4.35
H 22.04 -7.33 -0.97
H 20.35 -7.64 -1.46
H 20.97 -5.99 -1.19
H 21.91 -5.80 -3.25
H 20.83 -7.00 -3.72
H 23.55 -7.91 -2.78
H 23.08 -7.70 -4.42
H 21.26 -9.32 -4.11
H 21.51 -9.53 -2.44
H 24.58 -12.11 -2.53
H 23.24 -11.35 -1.64
H 24.77 -9.14 -1.62
H 26.00 -10.31 -2.34
H 24.97 -10.85 0.38
H 26.32 -9.80 -0.05
H 27.33 -11.77 -1.27
H 26.09 -12.89 -0.54
H 27.21 -12.11 0.40
H 25.02 -9.53 -4.60
H 23.83 -9.93 -5.85
H 24.58 -12.32 -5.69
H 25.78 -12.03 -4.54
H 25.86 -10.81 -7.32
H 26.87 -12.12 -6.75
H 27.78 -10.31 -4.92
H 26.84 -9.14 -5.88
H 28.21 -10.10 -6.53
H 22.68 -12.93 -4.52
H 21.49 -11.75 -5.07
H 20.77 -11.55 -2.51
H 21.60 -13.10 -2.28
H 19.20 -13.46 -2.71
H 20.12 -14.05 -4.03
H 18.86 -12.54 -5.39
H 19.21 -11.17 -4.48
H 17.87 -12.28 -3.96
C 19.87 -5.23 -9.35
C 18.42 -5.53 -9.77
C 17.37 -5.27 -8.71
C 17.70 -5.95 -7.35
P 16.37 -6.18 -6.17
C 14.97 -5.00 -6.17
C 13.52 -5.50 -5.96
C 12.49 -4.43 -5.63
C 11.06 -4.96 -5.56
C 15.55 -7.70 -6.81
C 16.45 -8.94 -6.84
C 15.67 -10.21 -7.13
C 16.52 -11.37 -7.64
C 17.02 -6.43 -4.51
C 16.04 -7.01 -3.43
C 16.73 -7.10 -2.07
C 17.69 -8.26 -2.04
H 20.49 -5.19 -10.24
H 20.28 -5.96 -8.65
H 19.91 -4.20 -8.99
H 18.34 -6.49 -10.30
H 18.13 -4.87 -10.58
H 16.36 -5.54 -9.04
H 17.38 -4.20 -8.48
H 18.48 -5.37 -6.86
H 18.18 -6.91 -7.58
H 14.96 -4.35 -7.05
H 15.29 -4.21 -5.49
H 13.50 -6.26 -5.17
H 13.26 -6.00 -6.90
H 12.65 -3.64 -6.37
H 12.73 -3.96 -4.67
H 10.74 -5.24 -4.56
H 10.93 -5.81 -6.23
H 10.33 -4.25 -5.96
H 15.13 -7.41 -7.77
H 14.74 -7.92 -6.12
H 16.98 -9.06 -5.88
H 17.25 -8.78 -7.56
H 14.97 -10.01 -7.95
H 15.05 -10.53 -6.30
H 15.93 -12.17 -8.06
H 17.08 -11.76 -6.78
H 17.21 -11.10 -8.44
H 17.26 -5.41 -4.20
H 17.83 -7.16 -4.66
H 15.53 -7.90 -3.79
H 15.29 -6.20 -3.43
H 15.91 -7.28 -1.37
H 17.15 -6.12 -1.85
H 17.86 -8.57 -1.01
H 18.65 -8.17 -2.56
H 17.29 -9.11 -2.61
C 13.06 -0.61 -7.09
C 13.89 0.65 -7.04
C 13.46 1.66 -5.95
C 13.89 1.15 -4.56
P 13.72 2.33 -3.17
C 12.19 3.34 -3.09
C 12.27 4.36 -1.92
C 10.97 5.04 -1.53
C 10.54 6.08 -2.60
C 14.10 1.40 -1.63
C 15.25 0.41 -1.81
C 16.07 0.07 -0.53
C 16.77 1.33 0.01
C 15.00 3.57 -3.44
C 16.45 3.19 -3.87
C 17.45 4.34 -3.76
C 18.18 4.39 -2.43
H 13.35 -1.30 -7.89
H 12.00 -0.39 -7.27
H 13.06 -1.10 -6.11
H 13.88 1.23 -7.97
H 14.93 0.33 -7.09
H 12.38 1.71 -6.13
H 13.76 2.66 -6.25
H 14.87 0.67 -4.50
H 13.28 0.28 -4.32
H 11.35 2.68 -2.86
H 12.13 3.83 -4.06
H 13.07 5.02 -2.23
H 12.57 3.82 -1.01
H 11.10 5.57 -0.59
H 10.18 4.29 -1.44
H 9.54 6.47 -2.40
H 10.48 5.53 -3.54
H 11.25 6.89 -2.74
H 13.19 0.87 -1.33
H 14.39 2.11 -0.85
H 16.02 0.75 -2.50
H 14.91 -0.53 -2.26
H 16.82 -0.68 -0.78
H 15.50 -0.35 0.30
H 17.59 1.60 -0.67
H 17.20 1.06 0.98
H 16.12 2.20 0.14
H 15.03 4.16 -2.52
H 14.53 4.23 -4.19
H 16.47 2.48 -4.70
H 16.77 2.50 -3.07
H 16.90 5.29 -3.84
H 18.10 4.40 -4.63
H 17.43 4.53 -1.64
H 18.83 5.26 -2.30
H 18.74 3.46 -2.33
C 13.26 4.09 -13.81
C 13.27 4.50 -12.33
C 14.57 4.16 -11.60
C 14.72 5.09 -10.39
P 16.47 5.26 -9.80
C 17.47 5.79 -11.20
C 16.89 6.86 -12.13
C 17.65 7.21 -13.39
C 17.81 6.00 -14.30
C 17.06 3.67 -9.15
C 17.18 3.50 -7.61
C 18.02 2.30 -7.18
C 19.43 2.20 -7.72
C 16.59 6.52 -8.56
C 16.24 7.99 -8.91
C 15.49 8.71 -7.79
C 15.64 10.24 -7.83
H 13.91 4.80 -14.34
H 12.35 4.13 -14.41
H 13.73 3.14 -14.08
H 12.53 3.83 -11.89
H 13.04 5.56 -12.30
H 15.40 4.32 -12.30
H 14.59 3.09 -11.38
H 14.30 4.54 -9.54
H 14.32 6.09 -10.50
H 17.67 4.91 -11.82
H 18.43 6.13 -10.81
H 16.70 7.78 -11.56
H 15.83 6.68 -12.34
H 18.57 7.76 -13.16
H 17.18 8.02 -13.95
H 16.99 5.30 -14.13
H 18.74 5.44 -14.19
H 17.65 6.21 -15.36
H 18.09 3.59 -9.51
H 16.52 2.83 -9.60
H 16.17 3.43 -7.21
H 17.59 4.43 -7.22
H 17.44 1.44 -7.55
H 18.06 2.31 -6.10
H 19.75 1.18 -7.91
H 20.17 2.68 -7.08
H 19.60 2.60 -8.72
H 17.64 6.59 -8.26
H 15.96 6.28 -7.70
H 15.56 8.11 -9.75
H 17.13 8.52 -9.26
H 15.91 8.40 -6.82
H 14.44 8.42 -7.86
H 16.71 10.45 -7.75
H 15.23 10.72 -6.95
H 15.17 10.72 -8.69
N 17.87 -3.26 -5.57
S 19.02 -3.25 -4.34
O 18.57 -3.89 -3.14
O 19.88 -2.13 -4.24
F 20.10 -4.32 -4.89
S 17.45 -1.78 -5.43
O 18.16 -0.87 -6.30
O 17.05 -1.23 -4.14
F 16.02 -1.93 -6.17
*
```

Löwdin population analysis, charges in e, atoms 1 to 2: -0.0875 -0.2399

=====

2.
Formula: C64H145OP4
Source: the Open Molecules 2025 dataset
Level of theory: ωB97M-V with the def2-TZVPD basis set

The value obtained for the orbital gap is 8.720 eV. The energy above the lowest of the compared OMol25 structures with the same formula, charge and spin is 0.00 kcal per mole. The total energy comes out at -3965.38060 a.u. For the LUMO energy, the calculation gives -4.88 eV.

```
! RIJCOSX wB97M-V def2-TZVPD def2/J DEFGRID3
* xyz 3 1
O -1.69 0.50 1.23
H -0.98 0.75 0.64
C 1.56 0.09 8.30
C 0.38 1.06 8.22
C 0.09 1.47 6.77
C -0.19 0.21 5.93
P -0.71 0.39 4.22
C 0.68 1.21 3.43
C 0.59 2.78 3.52
C -0.02 3.37 2.21
C -0.37 4.88 2.26
C -2.26 1.21 4.07
C -3.30 0.77 5.06
C -4.60 1.47 4.87
C -5.38 0.94 3.70
C -0.69 -1.22 3.38
C -1.79 -2.22 3.74
C -3.11 -2.09 2.91
C -3.96 -3.31 2.95
H 2.37 0.37 7.66
H 1.20 -0.92 8.13
H 1.89 0.16 9.35
H 0.56 1.96 8.83
H -0.52 0.56 8.60
H 0.94 2.00 6.35
H -0.74 2.20 6.78
H -0.94 -0.40 6.47
H 0.69 -0.47 5.91
H 0.66 0.91 2.37
H 1.60 0.81 3.92
H 1.58 3.23 3.69
H -0.01 3.04 4.39
H -0.90 2.73 1.99
H 0.69 3.23 1.39
H -0.97 5.11 1.34
H 0.50 5.52 2.13
H -0.93 5.23 3.16
H -2.41 1.07 2.98
H -1.92 2.25 4.23
H -2.96 1.02 6.05
H -3.41 -0.31 5.02
H -4.43 2.55 4.92
H -5.26 1.24 5.71
H -5.67 -0.13 3.82
H -4.85 1.09 2.75
H -6.30 1.52 3.61
H 0.31 -1.63 3.61
H -0.65 -0.91 2.34
H -1.94 -2.24 4.81
H -1.42 -3.20 3.47
H -2.83 -1.86 1.91
H -3.72 -1.30 3.36
H -3.50 -4.13 2.38
H -4.92 -3.10 2.51
H -4.14 -3.68 3.94
C 0.78 -3.16 -0.43
C -0.54 -2.87 0.27
C -1.77 -3.15 -0.63
C -1.88 -4.66 -0.98
P -3.11 -5.09 -2.17
C -2.70 -6.81 -2.53
C -3.59 -7.59 -3.46
C -3.18 -9.03 -3.67
C -4.05 -9.77 -4.69
C -4.75 -4.95 -1.48
C -6.04 -5.16 -2.25
C -7.21 -4.91 -1.30
C -7.27 -3.58 -0.57
C -2.95 -4.13 -3.68
C -3.57 -2.71 -3.62
C -3.11 -1.81 -4.77
C -1.60 -1.56 -4.77
H 0.85 -4.15 -0.86
H 1.62 -2.97 0.22
H 0.90 -2.45 -1.25
H -0.53 -1.83 0.57
H -0.57 -3.50 1.17
H -1.51 -2.61 -1.56
H -2.68 -2.71 -0.17
H -2.18 -5.25 -0.12
H -0.96 -4.92 -1.47
H -2.77 -7.29 -1.54
H -1.69 -6.76 -2.90
H -3.59 -7.07 -4.44
H -4.60 -7.50 -3.05
H -3.20 -9.56 -2.72
H -2.13 -9.17 -3.98
H -5.11 -9.86 -4.45
H -3.74 -10.80 -4.88
H -3.90 -9.23 -5.61
H -4.74 -3.94 -1.07
H -4.69 -5.49 -0.52
H -6.09 -6.19 -2.55
H -6.17 -4.56 -3.14
H -7.35 -5.74 -0.59
H -8.11 -4.92 -1.94
H -7.05 -2.77 -1.24
H -6.51 -3.55 0.21
H -8.23 -3.31 -0.14
H -3.43 -4.68 -4.52
H -1.88 -4.14 -3.90
H -3.34 -2.21 -2.67
H -4.66 -2.83 -3.71
H -3.57 -0.81 -4.71
H -3.49 -2.26 -5.70
H -1.31 -0.90 -5.59
H -1.00 -2.45 -5.01
H -1.33 -1.08 -3.85
C 12.70 -1.81 -0.85
C 11.46 -1.40 -0.10
C 10.63 -0.24 -0.73
C 9.43 0.20 0.15
P 8.58 1.79 -0.16
C 7.60 1.96 -1.64
C 8.32 1.92 -2.97
C 7.30 1.97 -4.08
C 6.21 0.95 -3.97
C 7.33 1.94 1.16
C 6.34 0.77 1.19
C 5.00 1.14 1.78
C 4.13 1.98 0.81
C 9.89 2.93 -0.14
C 9.58 4.45 0.03
C 9.84 5.08 1.42
C 9.36 6.53 1.40
H 13.30 -2.43 -0.14
H 13.31 -0.95 -1.16
H 12.49 -2.38 -1.76
H 11.81 -0.90 0.82
H 10.75 -2.18 0.16
H 10.24 -0.49 -1.74
H 11.21 0.64 -1.01
H 9.82 0.31 1.17
H 8.69 -0.58 0.08
H 7.00 2.88 -1.54
H 6.89 1.14 -1.59
H 8.87 0.97 -3.05
H 9.07 2.69 -3.04
H 7.79 1.82 -5.04
H 6.89 3.00 -4.06
H 6.52 -0.10 -3.80
H 5.62 0.88 -4.88
H 5.49 1.12 -3.15
H 6.83 2.89 1.17
H 7.83 1.95 2.13
H 6.80 -0.05 1.71
H 6.12 0.43 0.18
H 5.12 1.69 2.70
H 4.45 0.20 2.01
H 4.54 2.97 0.55
H 3.13 2.11 1.17
H 4.05 1.43 -0.13
H 10.47 2.81 -1.06
H 10.49 2.67 0.75
H 8.52 4.69 -0.19
H 10.19 5.03 -0.69
H 10.91 5.04 1.67
H 9.33 4.51 2.19
H 9.96 7.20 0.75
H 9.38 6.93 2.41
H 8.28 6.52 1.06
C -6.36 5.15 2.14
C -5.19 4.19 1.94
C -4.99 3.76 0.47
C -3.71 2.97 0.30
P -3.17 2.24 -1.24
C -1.33 2.47 -1.24
C -0.74 1.62 -2.30
C 0.71 1.80 -2.44
C 1.40 0.78 -3.36
C -3.80 3.28 -2.57
C -3.64 2.75 -3.94
C -4.33 3.64 -5.04
C -4.07 3.06 -6.41
C -3.55 0.57 -1.42
C -5.09 0.28 -1.55
C -5.67 0.00 -0.16
C -7.23 -0.11 -0.29
H -6.54 5.40 3.18
H -7.27 4.75 1.69
H -6.18 6.12 1.61
H -5.25 3.28 2.54
H -4.28 4.68 2.26
H -5.01 4.67 -0.15
H -5.87 3.18 0.17
H -3.61 2.17 1.03
H -2.92 3.65 0.60
H -0.93 2.23 -0.27
H -1.25 3.51 -1.60
H -1.28 1.93 -3.19
H -1.06 0.60 -2.07
H 1.14 1.72 -1.42
H 0.95 2.80 -2.81
H 2.47 0.94 -3.30
H 1.10 0.93 -4.39
H 1.21 -0.25 -3.03
H -3.34 4.27 -2.46
H -4.89 3.51 -2.47
H -4.17 1.77 -4.07
H -2.57 2.58 -4.17
H -3.80 4.61 -4.99
H -5.41 3.81 -4.97
H -4.31 3.74 -7.21
H -4.75 2.21 -6.51
H -3.06 2.69 -6.52
H -3.05 0.00 -0.63
H -3.15 0.30 -2.39
H -5.38 -0.52 -2.24
H -5.66 1.16 -1.89
H -5.35 0.70 0.61
H -5.41 -0.98 0.26
H -7.78 0.79 -0.61
H -7.69 -0.45 0.64
H -7.41 -0.89 -1.03
*
```

Löwdin population analysis, charges in e, atoms 1 to 2: -0.3984 -0.1011